1.
# C2H3BrS

A cluster of 2 separate species, C2H3BrS in total (the ωB97M-V functional and the def2-TZVPD basis, OMol25).

Element x y z (Å)
C 1.10778 0.30890 0.33421
C 0.23244 0.90213 -0.40862
S -1.01894 1.55718 -1.08427
H 1.35491 -0.78403 0.10723
H 1.99907 0.80924 0.82627
Br -2.42895 -1.47797 0.54814
H -1.24630 -1.31546 -0.32295

Results
* orbital gap: 8.48 eV
* HOMO energy: -8.90 eV
* 2S+1: 1

Mulliken population analysis, charges in e, atoms 1 to 2: atom 1 (C): -0.311, atom 2 (C): 0.085

=====

2.
# C2H3BrS

A structure of composition C2H3BrS (the ωB97M-V functional and the def2-TZVPD basis, OMol25).

Element x y z (Å)
C 1.00422 0.38152 -0.10163
C -0.94051 -0.24799 -0.01672
S 1.39967 1.94556 0.02413
Br 2.13788 -1.10274 0.02764
H -0.74132 -0.50243 1.07855
H -1.13836 -1.08028 -0.77393
H -1.72158 0.60636 -0.23804

Results
* orbital gap: 8.35 eV
* HOMO energy: -8.81 eV
* 2S+1: 1

Mulliken population analysis, charges in e, atoms 1 to 2: atom 1 (C): 0.055, atom 2 (C): -0.717

=====

Compare the structures above. Which one is the least stable? 2 is.